Record 1
{
  "formula": "C3H18O7Y2",
  "method": "ωB97M-V/def2-TZVPD",
  "orbital_gap_ha": 0.1675,
  "homo_ev": -22.154,
  "charge": 4,
  "symbols": ["O", "H", "H", "O", "H", "O", "O", "C", "H", "H", "H", "H", "H", "H", "Y", "H", "H", "H", "C", "O", "C", "H", "H", "H", "H", "H", "O", "Y", "O", "H"],
  "xyz": [[1.159534, 0.094473, 1.373818], [0.753218, -1.468846, -1.289986], [-3.202301, 0.138113, 0.979366], [2.983830, 0.750661, -0.768340], [-1.455145, -2.823574, 2.323369], [1.699919, -1.695148, -1.247623], [-1.237023, -1.106926, -0.587664], [-2.372701, -0.423679, 1.432856], [-1.586064, -0.253575, -0.855969], [3.956826, 0.614890, -0.770616], [-2.603574, -0.621258, 2.476004], [1.453693, -0.468256, 2.121461], [1.778228, 4.958828, 0.702327], [0.438611, 1.082944, -0.935896], [2.133100, 2.229943, 0.849412], [-0.992110, 1.020626, -2.954540], [-0.050086, -2.240976, 1.349585], [-1.094485, -3.534741, 0.783913], [-1.976163, -1.589554, 0.551092], [-0.173038, 0.805333, -3.418827], [-1.093479, -2.587765, 1.325801], [-1.620166, 0.379861, 1.440168], [1.784108, -2.248133, -0.455201], [-2.777150, -2.226168, 0.172758], [0.416967, -0.409750, 0.957705], [0.284991, 1.645620, -3.572811], [0.374131, 1.957117, -0.490536], [-0.796714, 3.884337, -0.720084], [1.211898, 4.286816, 0.275873], [2.601146, -0.151203, -1.047415]],
  "forces_ev_per_angstrom": [[0.406, 0.600, 0.638], [-0.038, -0.580, -0.259], [-0.395, -0.429, 0.244], [0.537, 0.633, 0.960], [-0.040, 0.304, 0.061], [0.115, 1.311, 0.602], [1.233, 0.472, 0.020], [-0.823, 1.233, -0.729], [-0.609, -0.261, -0.144], [-0.261, -0.031, -0.444], [-0.186, -0.350, -0.119], [-0.141, 0.075, -0.205], [-0.691, 0.727, -0.390], [-0.536, 0.247, -0.309], [-0.247, -2.229, -1.288], [-0.330, -0.255, -0.640], [0.022, -0.078, 0.290], [0.256, 0.003, 0.004], [0.457, -1.109, 1.375], [0.310, 0.520, 1.211], [0.054, -0.096, -1.012], [0.739, -0.314, 0.122], [0.085, -0.297, -0.372], [-0.542, 0.700, 0.065], [0.042, 0.190, -0.007], [-0.026, -0.288, -0.593], [-0.868, 1.797, 0.021], [2.857, -0.900, 0.789], [-1.046, -1.271, 0.009], [-0.334, -0.323, 0.097]]
}

Record 2
{
  "formula": "C3H18B3OSn",
  "method": "ωB97M-V/def2-TZVPD",
  "e_above_lowest_kcal_mol": 145.0,
  "orbital_gap_ha": 0.2192,
  "homo_ev": -4.772,
  "charge": -1,
  "symbols": ["H", "H", "H", "B", "C", "H", "H", "Sn", "O", "H", "H", "H", "C", "H", "H", "H", "H", "B", "H", "H", "B", "C", "H", "H", "H", "H"],
  "xyz": [[4.675330, -6.400080, 6.589870], [7.822960, -7.766010, 8.175290], [5.490320, -3.306590, 6.673150], [4.168730, -7.344880, 6.467530], [6.198900, -5.215630, 0.589560], [7.815910, -7.877170, 6.366310], [4.985260, -8.047650, 6.527860], [6.471270, -6.203000, 4.564040], [6.316440, -5.637030, 1.709980], [6.772760, -3.302530, 7.858510], [7.077170, -6.002080, -1.334650], [7.172710, -3.423690, 0.034530], [6.216780, -3.698420, 0.480430], [5.358320, -3.566930, -0.178250], [7.079440, -3.885900, 6.225770], [5.247110, -6.039840, -1.206500], [5.978550, -4.810980, 7.327660], [7.855390, -7.238110, 7.234810], [3.496040, -7.356390, 7.311090], [8.735730, -6.621290, 7.328470], [6.355750, -3.846400, 7.025120], [6.204980, -6.178650, -0.705190], [6.201430, -3.121450, 1.405080], [3.671210, -7.435320, 5.514370], [6.356300, -7.188530, -0.323940], [7.006250, -6.575350, 7.171960]],
  "forces_ev_per_angstrom": [[2.276, 4.576, 0.095], [-0.779, -2.532, 3.263], [-3.448, 2.392, -1.664], [0.555, -0.754, -1.452], [1.468, 0.418, -0.186], [0.318, -3.312, -4.018], [2.904, -3.183, 0.326], [-0.711, -0.163, 5.171], [-0.267, -1.570, 0.484], [2.121, 1.947, 3.091], [-0.271, 0.557, -0.158], [-0.198, 0.068, -0.703], [-0.147, -0.881, -1.247], [0.173, 1.204, -0.198], [3.635, -0.446, -4.063], [0.239, -0.203, -0.284], [-1.090, -3.362, 1.189], [0.381, 0.802, -0.748], [-2.581, -0.016, 3.089], [3.621, 2.398, -0.322], [-1.363, -0.618, 0.120], [0.066, 1.031, 2.165], [-0.577, -0.640, 0.151], [-2.348, -0.445, -3.951], [-0.492, 0.022, 0.041], [-3.485, 2.708, -0.190]]
}

Record 3
{
  "formula": "C18H19AsBF5N6OV",
  "method": "ωB97M-V/def2-TZVPD",
  "e_above_lowest_kcal_mol": 0.0,
  "s2": 0.759,
  "orbital_gap_ha": [0.2486, 0.2678],
  "multiplicity": 2,
  "homo_ev": [-14.675, -14.665],
  "charge": 2,
  "symbols": ["C", "V", "H", "C", "H", "C", "C", "N", "C", "H", "H", "C", "C", "N", "C", "H", "H", "F", "As", "F", "F", "H", "H", "O", "C", "F", "C", "C", "H", "H", "F", "C", "N", "H", "N", "H", "B", "H", "H", "H", "C", "N", "H", "H", "H", "C", "C", "N", "C", "C", "C", "H"],
  "xyz": [[-1.162613, -0.165558, 3.975496], [-0.088094, 0.023251, -0.082580], [-0.605937, -3.077228, -1.243835], [1.026706, -0.067057, -2.908227], [4.291764, 0.177159, 0.840643], [2.549625, 2.809952, 1.763132], [0.799566, -0.282592, 3.000443], [-1.451467, 1.344198, -0.042312], [2.626802, 3.174618, -1.347914], [3.139511, 3.724501, 1.758276], [-4.107375, -2.476549, 1.178443], [0.190455, -0.267782, 4.248738], [-2.540546, -3.334999, -0.185472], [-0.121017, -0.188291, 2.028347], [4.296127, 0.870439, 0.006229], [2.894837, 2.150203, 2.553220], [1.497004, 3.041262, 1.898568], [2.154802, 0.041203, -4.971946], [2.748594, 1.948003, 0.088606], [2.240732, 0.148100, -2.345253], [-2.488562, -0.429006, -2.252967], [-2.012571, -0.126796, 4.641669], [1.580147, 3.311536, -1.596813], [1.330390, 0.912347, -0.010613], [-3.159351, -2.418024, 0.662063], [-2.488845, -0.570271, -4.865211], [-3.316003, 2.207760, 0.722775], [-2.846667, 3.071525, -0.271177], [5.150559, 1.541755, 0.080157], [3.168566, 2.776501, -2.201547], [-0.191134, -0.341243, -6.264019], [-1.371578, -2.726924, -0.571688], [-1.267677, -1.510514, 0.012470], [4.310014, 0.342227, -0.942719], [-2.396822, -1.334956, 0.781394], [-3.306906, 3.984625, -0.612676], [-2.567026, -0.107173, 1.731634], [0.659749, -0.342038, 5.216025], [-3.600444, -0.152204, 2.330521], [-4.211316, 2.262779, 1.326732], [-1.338583, -0.412343, -4.228290], [-1.326294, -0.120276, 2.649926], [-2.910156, -4.303211, -0.482290], [-1.037431, 2.795647, -1.530455], [3.062349, 4.114699, -1.019744], [1.030235, -0.105592, -4.285590], [-1.295887, -0.345157, -2.853576], [-2.479579, 1.189539, 0.850650], [-0.113812, -0.179888, -2.121182], [-0.164632, -0.294473, -4.949768], [-1.691396, 2.490106, -0.731525], [1.845370, -0.386003, 2.759672]],
  "forces_ev_per_angstrom": [[-0.129, -0.005, 0.026], [-1.196, -0.468, -0.478], [0.032, 0.022, -0.017], [-0.013, 0.115, 0.043], [0.062, -0.092, 0.075], [0.018, 0.027, 0.075], [-0.098, 0.003, -0.118], [-0.819, 0.493, 0.270], [0.030, -0.070, -0.124], [0.025, 0.042, 0.030], [0.097, -0.002, -0.036], [0.096, -0.032, 0.020], [-0.186, -0.105, 0.047], [-0.140, 0.082, 0.503], [-0.016, -0.093, -0.067], [-0.004, -0.027, 0.086], [-0.077, 0.073, 0.052], [0.049, -0.005, 0.043], [-0.367, -0.185, 0.020], [0.204, -0.071, 0.200], [-0.004, 0.027, 0.383], [0.071, -0.010, -0.079], [-0.108, 0.079, -0.042], [2.841, 1.569, 0.356], [-0.128, -0.011, 0.016], [0.077, 0.010, 0.062], [-0.124, -0.021, 0.013], [-0.037, 0.101, -0.030], [0.098, -0.003, 0.010], [-0.010, 0.007, -0.065], [0.020, -0.003, 0.010], [0.028, 0.284, 0.060], [-0.927, -0.922, 0.149], [0.039, -0.043, -0.041], [0.206, -0.155, -0.034], [0.030, -0.080, 0.024], [0.061, -0.040, 0.032], [-0.031, 0.011, -0.075], [0.160, 0.027, -0.104], [0.092, -0.016, -0.060], [-0.137, -0.012, -0.212], [0.031, -0.035, -0.314], [0.031, 0.085, 0.031], [0.054, 0.003, -0.002], [0.031, 0.102, -0.034], [0.107, -0.028, -0.102], [0.077, -0.008, 0.064], [0.210, -0.161, -0.050], [-0.249, -0.229, -0.331], [-0.076, -0.006, -0.356], [-0.027, -0.237, 0.089], [0.027, 0.010, -0.017]]
}

Record 4
{
  "formula": "C2HLuO2",
  "method": "ωB97M-V/def2-TZVPD",
  "e_above_lowest_kcal_mol": 0.0,
  "s2": 0.753,
  "orbital_gap_ha": [0.2218, 0.3317],
  "multiplicity": 2,
  "homo_ev": [-23.956, -26.974],
  "charge": 3,
  "symbols": ["C", "Lu", "O", "O", "H", "C"],
  "xyz": [[-1.475068, -1.417307, -0.398811], [0.117635, 1.539388, -0.001024], [1.618934, -0.170781, -0.178479], [-1.404308, -0.280624, -0.263102], [2.349618, -2.021266, -0.728582], [1.565234, -1.357673, -0.306909]],
  "forces_ev_per_angstrom": [[-0.506, -1.425, -0.173], [0.361, -1.801, -0.151], [-1.521, 2.298, 0.236], [0.968, 2.217, 0.297], [0.099, -0.296, 0.113], [0.599, -0.993, -0.322]]
}

Record 5
{
  "formula": "CH6N2O2S",
  "method": "ωB97M-V/def2-TZVPD",
  "e_above_lowest_kcal_mol": 70.0,
  "orbital_gap_ha": [0.3543, 0.3542],
  "homo_ev": [-10.206, -10.206],
  "charge": 0,
  "symbols": ["H", "C", "H", "N", "N", "H", "O", "O", "H", "H", "H", "S"],
  "xyz": [[-1.226609, -0.427987, -1.263283], [-0.272770, -0.107688, 1.019361], [1.485086, 1.538220, -0.555193], [-1.857031, -0.233266, -0.512052], [1.303360, 0.685937, -1.009545], [0.550253, 0.719280, -1.645562], [0.562465, -1.739924, -0.571206], [2.234454, -0.597579, 0.972923], [-0.139960, 0.922768, 1.175566], [-0.602680, -0.744672, 1.850914], [-2.312580, -0.986797, 0.012052], [1.083742, -0.603102, 0.114508]],
  "forces_ev_per_angstrom": [[0.034, -1.405, -0.170], [-3.223, -0.239, -1.830], [0.321, 1.202, 0.595], [1.673, 2.050, 4.085], [0.560, -3.040, 1.185], [-0.880, 0.211, -0.778], [1.371, -0.698, -0.868], [-0.242, -0.151, -0.521], [-0.596, 1.284, 0.715], [0.238, 0.279, -0.517], [0.643, -0.333, -1.070], [0.102, 0.840, -0.826]]
}

Record 6
{
  "formula": "C2H2O2",
  "method": "ωB97M-V/def2-TZVPD",
  "e_above_lowest_kcal_mol": 154.8,
  "orbital_gap_ha": [0.3118, 0.2724],
  "homo_ev": [-9.635, -9.440],
  "charge": 0,
  "symbols": ["H", "O", "H", "C", "O", "C"],
  "xyz": [[-0.457112, -1.502408, 0.056543], [1.969656, 0.679002, -0.017783], [0.111107, 1.506206, -0.046620], [0.115077, -0.629606, -0.099427], [2.464682, -0.660365, 0.023226], [0.679114, 0.570356, -0.022901]],
  "forces_ev_per_angstrom": [[-0.526, -0.250, 0.077], [0.598, 0.805, -0.123], [0.187, -0.149, 0.133], [2.707, 0.216, 0.009], [-2.121, -0.332, -0.012], [-0.844, -0.291, -0.084]]
}